## i
This record from the Open Molecules 2025 dataset describes a structure of composition H2OSn. The level of theory is ωB97M-V/def2-TZVPD.

Last column: Mulliken charge in e.
CARTESIAN COORDINATES (ANGSTROEM)
Sn (0.004, 2.406, 0.042)  1.8431
O (-0.130, -0.547, -0.280)  -0.6409
H (0.778, -0.768, -0.071)  0.4036
H (-0.652, -1.091, 0.309)  0.3943

The value obtained for the LUMO energy is -13.730 eV. The value obtained for the HOMO energy is -0.814 Ha. The charge is +2. The orbital gap comes out at 8.41 eV.

## ii
This record from the Open Molecules 2025 dataset describes a structure of composition H2OSn. The level of theory is ωB97M-V/def2-TZVPD.

Last column: Mulliken charge in e.
CARTESIAN COORDINATES (ANGSTROEM)
Sn (0.098, 0.806, -1.787)  1.7388
O (-0.137, -0.079, 0.270)  -0.5606
H (-0.478, 0.046, 1.155)  0.3892
H (0.517, -0.773, 0.361)  0.4326

The value obtained for the LUMO energy is -13.265 eV. The value obtained for the HOMO energy is -0.912 Ha. The charge is +2. The orbital gap comes out at 11.55 eV.

Which one is the least stable? From the structures above, i.